# 1
Formula: C3H3NO2P
Source: OMol25
Level of theory: the ωB97M-V functional and the def2-TZVPD basis

Results
- 2S+1 = 1
- total charge = -1
- electronic energy (a.u.) = -662.59791
- E_HOMO (spin up / spin down) (hartree) = -0.07407 / -0.07409
- HOMO-LUMO gap (spin up / spin down) (Ha) = 0.2189 / 0.2189

Atoms and positions in Å:
1 C 0.4693 0.6390 0.4088
2 C -0.2295 1.3737 -0.4786
3 C 0.5624 -0.7713 0.4135
4 N 1.1629 -1.5842 1.0595
5 O 1.5591 -2.7176 1.3242
6 O -1.0474 0.9567 -1.4374
7 P -1.4091 -0.7172 -1.6098
8 H 1.1060 1.1813 1.1021
9 H -0.1754 2.4634 -0.4393
10 H -1.9982 -0.8238 -0.3430



# 2
Formula: C3H3NO2S
Source: OMol25
Level of theory: the ωB97M-V functional and the def2-TZVPD basis

Results
- 2S+1 = 1
- electronic energy (a.u.) = -719.41532
- E_HOMO (spin up / spin down) (hartree) = -0.32731 / -0.32734
- HOMO-LUMO gap (spin up / spin down) (Ha) = 0.2883 / 0.2884

Atoms and positions in Å:
1 C 0.5207 -0.0831 0.4108
2 C -0.8189 -0.8181 0.0689
3 C -0.2512 1.0392 -1.3644
4 N 0.6830 0.9143 -0.5207
5 O 2.5538 0.5265 1.9437
6 O -1.4465 0.0064 -0.7963
7 S 1.3879 -0.3082 1.8119
8 H -0.7122 -1.7807 -0.4243
9 H -1.2172 -1.1139 1.0305
10 H -0.6995 1.6176 -2.1601



Going through the records in order, we get energy above the lowest of the compared OMol25 structures with the same formula, charge and spin values of 77.8, 103.5 kcal per mole.